P.
A cluster of 3 separate species, C4H12O4 in total, computed with ωB97M-V/def2-TZVPD.

Properties
Frontier orbital gap   0.4020 Ha
LUMO level   0.022 Eh
HOMO level   -0.3804 Ha
M   124.14 g/mol
Structure (SMILES)   CCCC(=O)O.O.O

Bonds (Å) are listed after each position.
Positions of all 20 atoms, in Å:
1 C -0.37585 1.45084 -1.82429  C2 1.508, H7 1.084, H8 1.091, H9 1.092
2 C 0.53170 0.34595 -1.34611  C1 1.508, C3 1.537, H10 1.094, H11 1.090
3 C 0.89564 0.54187 0.13430  C2 1.537, C4 1.519, H12 1.091, H13 1.076
4 C 1.69300 -0.56829 0.79771  C3 1.519, O5 1.196, O6 1.364
5 O 1.52238 -0.98142 1.90737  C4 1.196
6 O 2.68675 -1.09984 0.02855  C4 1.364, H14 0.973
7 H -1.23541 1.58863 -1.17847  C1 1.084
8 H -0.86133 1.26916 -2.78378  C1 1.091
9 H 0.08285 2.43925 -1.89355  C1 1.092
10 H 1.43132 0.28951 -1.96584  C2 1.094
11 H -0.02819 -0.58858 -1.36620  C2 1.090
12 H 1.49376 1.43482 0.31957  C3 1.091
13 H -0.01106 0.63127 0.70595  C3 1.076
14 H 2.61795 -0.72518 -0.86674  O6 0.973
15 O -1.31370 -2.16687 1.62261  H16 0.965, H17 0.962
16 H -0.65478 -2.21518 2.32567  O15 0.965
17 H -1.62160 -3.07137 1.51464  O15 0.962
18 O -2.17606 0.82935 1.12842  H19 0.965, H20 0.966
19 H -2.94591 0.62264 1.67160  O18 0.965
20 H -1.73145 -0.02655 1.06859  O18 0.966

Atom charges from the natural (NBO) analysis, given in e for atoms 1 to 4:
1. C -0.62
2. C -0.40
3. C -0.53
4. C 0.81



Q.
A cluster of 3 separate species, C4H12O4 in total, computed with ωB97M-V/def2-TZVPD.

Properties
Frontier orbital gap   0.4003 Ha
LUMO level   0.017 Eh
HOMO level   -0.3830 Ha
M   124.14 g/mol
Structure (SMILES)   CCCC(=O)O.O.O

Bonds (Å) are listed after each position.
Positions of all 20 atoms, in Å:
1 C 0.76194 -1.76343 -2.38049  C2 1.482, H7 1.167, H8 1.105, H9 1.058
2 C -0.31153 -0.75175 -2.52618  C1 1.482, C3 1.567, H10 1.147, H11 1.201
3 C -0.42820 0.12705 -1.23358  C2 1.567, C4 1.465, H12 1.170, H13 1.064
4 C -1.20598 -0.70656 -0.31390  C3 1.465, O5 1.174, O6 1.369
5 O -1.74330 -1.74735 -0.39641  C4 1.174
6 O -1.43715 -0.16232 0.92045  C4 1.369, H14 1.104
7 H 1.82822 -1.45363 -2.02057  C1 1.167
8 H 1.19231 -2.04970 -3.35680  C1 1.105
9 H 0.58613 -2.58956 -1.74352  C1 1.058
10 H -1.32453 -1.16615 -2.86815  C2 1.147
11 H 0.23150 -0.04661 -3.33278  C2 1.201
12 H 0.67563 0.46630 -1.04662  C3 1.170
13 H -0.98957 1.01574 -1.40022  C3 1.064
14 H -0.72598 0.61823 1.24395  O6 1.104
15 O -0.67499 -0.93359 4.53045  H16 1.014, H17 0.886
16 H -0.24742 -1.81092 4.25552  O15 1.014
17 H -1.43084 -1.05933 4.97560  O15 0.886
18 O 1.69693 4.52212 1.80926  H19 0.928, H20 0.962
19 H 1.82706 5.35638 2.19404  O18 0.928
20 H 1.71978 4.13508 2.68995  O18 0.962

Atom charges from the natural (NBO) analysis, given in e for atoms 1 to 4:
1. C -0.63
2. C -0.40
3. C -0.55
4. C 0.78



Computed relative energies in units of kcal/mol: P 0.0; Q 57.9